15 unconnected molecules or ions with the total composition C65H132NO28S14. Source: OMol25; level of theory: ωB97M-V/def2-TZVPD.

Atoms and positions in Å:
C: -2.27 0.61 -2.64
C: -1.16 1.00 -1.70
C: -1.42 0.58 -0.24
C: -0.13 0.83 0.56
N: -0.12 0.17 1.91
C: 1.29 0.36 2.52
C: 2.20 -0.63 1.74
C: 1.14 -1.84 1.56
C: -0.26 -1.33 1.85
C: -1.08 0.73 2.88
H: -2.35 1.21 -3.50
H: -3.23 0.57 -2.09
H: -2.14 -0.40 -3.04
H: -0.89 2.10 -1.69
H: -0.22 0.52 -1.89
H: -1.64 -0.51 -0.29
H: -2.30 1.09 0.17
H: 0.08 1.91 0.74
H: 0.73 0.40 0.09
H: 1.37 0.04 3.51
H: 1.55 1.40 2.43
H: 3.08 -0.87 2.35
H: 2.62 -0.30 0.77
H: 1.42 -2.50 2.34
H: 1.21 -2.31 0.59
H: -0.77 -1.78 2.72
H: -0.97 -1.66 1.09
H: -2.09 0.38 2.58
H: -1.07 1.85 2.76
H: -0.82 0.51 3.91
C: -5.33 -1.91 1.48
C: -5.91 -3.29 1.24
C: -5.02 -4.02 0.14
S: -3.66 -2.93 -0.32
O: -3.94 -2.17 -1.54
O: -2.41 -3.70 -0.44
C: -3.85 -1.85 1.07
H: -5.47 -1.54 2.55
H: -5.96 -1.25 0.92
H: -6.95 -3.34 0.88
H: -5.79 -3.84 2.15
H: -5.62 -4.26 -0.69
H: -4.46 -4.89 0.56
H: -3.57 -0.83 0.80
H: -3.20 -2.35 1.77
C: -7.19 1.94 -2.79
C: -7.49 0.44 -2.69
C: -6.80 -0.14 -1.43
S: -6.10 1.26 -0.55
O: -4.83 0.92 0.14
O: -7.20 1.74 0.27
C: -5.96 2.22 -2.00
H: -7.99 2.54 -2.40
H: -7.06 2.13 -3.83
H: -6.98 -0.02 -3.56
H: -8.57 0.24 -2.72
H: -6.03 -0.89 -1.73
H: -7.44 -0.53 -0.60
H: -5.10 1.88 -2.59
H: -5.72 3.24 -1.82
C: 6.27 0.33 4.63
C: 6.37 1.92 4.67
C: 4.97 2.47 4.56
S: 4.15 1.44 5.68
O: 2.71 1.53 5.44
O: 4.60 1.64 7.05
C: 4.88 -0.11 5.15
H: 7.10 -0.11 5.21
H: 6.48 -0.05 3.64
H: 7.15 2.29 3.99
H: 6.71 2.19 5.64
H: 4.52 2.27 3.57
H: 4.79 3.46 4.99
H: 4.28 -0.62 4.41
H: 4.93 -0.74 6.01
C: -0.29 1.28 -6.09
C: 0.43 0.26 -6.99
C: 1.87 0.68 -7.04
S: 2.19 0.83 -5.24
O: 3.24 1.74 -4.91
O: 2.49 -0.52 -4.81
C: 0.53 1.39 -4.74
H: -1.28 0.90 -5.87
H: -0.42 2.29 -6.60
H: -0.16 0.20 -7.94
H: 0.33 -0.68 -6.41
H: 2.02 1.57 -7.64
H: 2.57 -0.05 -7.44
H: 0.48 2.35 -4.21
H: 0.07 0.63 -4.07
C: 3.98 5.72 -0.75
C: 5.26 4.79 -0.75
C: 5.01 3.67 0.26
S: 3.23 3.38 0.43
O: 2.85 3.65 1.75
O: 2.87 2.10 -0.18
C: 2.77 4.73 -0.63
H: 3.97 6.36 -1.68
H: 4.12 6.34 0.15
H: 6.17 5.30 -0.43
H: 5.47 4.35 -1.77
H: 5.19 3.95 1.31
H: 5.55 2.73 0.11
H: 1.90 5.24 -0.27
H: 2.53 4.34 -1.60
C: -0.29 -6.48 1.58
C: -0.59 -7.63 2.57
C: -2.04 -7.35 3.07
S: -1.90 -5.52 3.37
O: -1.25 -5.43 4.70
O: -3.14 -4.82 3.12
C: -0.60 -5.15 2.22
H: -0.94 -6.60 0.71
H: 0.72 -6.52 1.17
H: 0.10 -7.63 3.42
H: -0.49 -8.60 2.10
H: -2.38 -7.64 4.00
H: -2.76 -7.69 2.29
H: 0.22 -4.78 2.81
H: -0.87 -4.31 1.52
C: 0.24 4.24 5.43
C: 1.01 5.07 6.47
C: 1.39 6.39 5.77
S: 2.01 5.81 4.22
O: 3.43 5.56 4.50
O: 1.82 6.69 3.14
C: 1.08 4.27 4.15
H: -0.72 4.73 5.18
H: -0.06 3.22 5.83
H: 1.86 4.51 6.78
H: 0.29 5.15 7.32
H: 2.14 6.99 6.21
H: 0.49 6.93 5.55
H: 1.85 3.49 4.08
H: 0.57 4.29 3.20
C: 5.57 -4.07 2.77
C: 5.96 -5.30 1.87
C: 4.82 -5.64 0.89
S: 3.38 -4.97 1.74
O: 2.90 -5.85 2.84
O: 2.37 -4.57 0.78
C: 4.17 -3.55 2.41
H: 6.33 -3.23 2.59
H: 5.58 -4.38 3.79
H: 6.15 -6.05 2.64
H: 6.86 -5.21 1.26
H: 4.70 -6.73 0.84
H: 4.94 -5.10 -0.07
H: 3.58 -3.23 3.24
H: 4.21 -2.76 1.61
C: 6.46 -1.06 -3.09
C: 5.30 -0.13 -2.63
C: 4.89 -0.74 -1.36
S: 6.39 -0.96 -0.37
O: 6.17 -2.25 0.25
O: 6.81 0.09 0.48
C: 7.45 -1.07 -1.90
H: 7.04 -0.84 -4.00
H: 5.98 -2.06 -3.13
H: 4.46 -0.17 -3.30
H: 5.52 0.91 -2.62
H: 4.60 -1.76 -1.60
H: 4.20 -0.11 -0.83
H: 8.10 -1.93 -1.80
H: 8.15 -0.18 -1.86
C: -2.97 6.52 -0.24
C: -3.90 5.30 -0.37
C: -3.02 4.12 -0.74
S: -1.57 4.36 0.36
O: -0.39 3.98 -0.37
O: -1.68 3.79 1.65
C: -1.82 6.12 0.67
H: -3.49 7.39 0.17
H: -2.58 6.82 -1.21
H: -4.78 5.49 -1.01
H: -4.36 5.06 0.57
H: -2.59 4.18 -1.77
H: -3.50 3.18 -0.53
H: -0.83 6.64 0.61
H: -2.22 6.15 1.68
C: 2.12 -4.24 -2.20
C: 0.82 -4.95 -1.82
C: -0.30 -4.37 -2.64
S: 0.08 -2.65 -2.72
O: -0.16 -1.97 -1.45
O: -0.45 -2.10 -3.96
C: 1.83 -2.86 -2.95
H: 2.62 -4.87 -3.00
H: 2.77 -4.19 -1.31
H: 0.63 -4.66 -0.75
H: 0.76 -6.03 -1.68
H: -1.33 -4.40 -2.20
H: -0.29 -4.85 -3.64
H: 2.28 -1.94 -2.55
H: 2.06 -2.96 -3.94
C: 1.10 -3.39 8.24
C: 0.72 -4.64 7.38
C: 1.74 -4.70 6.18
S: 1.94 -2.99 5.74
O: 1.07 -2.59 4.64
O: 3.37 -2.79 5.50
C: 1.34 -2.25 7.29
H: 2.09 -3.54 8.78
H: 0.43 -3.21 9.06
H: -0.25 -4.36 7.00
H: 0.79 -5.61 7.92
H: 1.31 -5.22 5.27
H: 2.62 -5.17 6.49
H: 0.44 -1.77 6.84
H: 2.12 -1.57 7.70
C: -5.22 5.25 -7.11
C: -5.01 6.50 -6.31
C: -4.01 6.27 -5.18
S: -4.01 4.46 -4.94
O: -4.45 4.12 -3.62
O: -2.83 3.79 -5.38
C: -5.36 4.11 -6.13
H: -4.32 5.12 -7.73
H: -6.04 5.28 -7.82
H: -5.95 6.80 -5.83
H: -4.81 7.39 -6.86
H: -4.39 6.75 -4.26
H: -3.01 6.57 -5.40
H: -6.31 4.05 -5.60
H: -5.15 3.13 -6.59
C: -3.76 -2.45 -4.70
C: -2.93 -1.62 -5.80
C: -4.06 -1.04 -6.67
S: -5.21 -0.28 -5.50
O: -6.54 -0.36 -6.06
O: -4.76 0.99 -5.04
C: -4.89 -1.50 -4.17
H: -3.23 -3.00 -3.92
H: -4.32 -3.22 -5.23
H: -2.10 -2.19 -6.31
H: -2.46 -0.72 -5.32
H: -4.60 -1.80 -7.23
H: -3.76 -0.27 -7.44
H: -5.86 -2.00 -4.02
H: -4.48 -0.99 -3.30

The HOMO-LUMO gap is 10.21 eV. The HOMO energy is -11.469 eV. As for the max |F|: 4.2 eV Å⁻¹. As for the net charge: +1.